(P)
Computed, not measured: an isolated ion of composition C8H12N3OS and charge +1, with ωB97M-V with the def2-TZVPD basis set.

Last column: Löwdin charge in e.
Cartesian coordinates (Å):
C: -0.83 1.43 3.84  0.029
N: -0.49 1.11 2.44  -0.179
C: 0.07 0.04 1.91  0.016
C: -0.05 0.22 0.52  -0.220
C: 0.50 -0.71 -0.47  -0.417
C: 1.42 -1.77 -0.12  -0.258
O: 2.47 -1.80 -0.72  0.092
N: 0.97 0.04 -1.66  0.109
C: 0.39 -0.58 -2.94  -0.120
C: -1.10 -0.90 -2.63  -0.501
S: -1.16 -1.90 -1.17  0.960
C: -0.70 1.42 0.35  -0.077
N: -0.91 1.95 1.54  0.103
H: -1.86 2.00 3.87  0.148
H: -0.64 0.71 4.55  0.058
H: -0.03 2.07 4.20  0.091
H: 0.43 -0.69 2.52  0.114
H: 1.15 -2.59 0.75  0.208
H: 1.97 -0.10 -1.46  0.181
H: 0.64 0.93 -1.58  0.107
H: 1.12 -1.46 -3.15  0.164
H: 0.67 0.04 -3.80  0.137
H: -1.61 0.07 -2.73  0.103
H: -1.52 -1.32 -3.46  0.051
H: -0.91 1.78 -0.59  0.100

Summary:
Kohn-Sham gap ... 8.4 eV
Total charge ... +1
SMILES string ... Cn1cc([C@]2(C=O)[NH2+]CCS2)cn1
HOMO ... -12.763 eV
LUMO level ... -0.159 hartree

***

(Q)
Computed, not measured: an isolated ion of composition C8H12N3OS and charge +1, with ωB97M-V with the def2-TZVPD basis set.

Last column: Löwdin charge in e.
Cartesian coordinates (Å):
C: -1.86 0.49 1.97  -0.057
C: 1.57 -0.97 0.12  -0.252
C: -0.17 0.88 0.26  -0.472
C: 1.25 0.36 -0.32  -0.214
C: 0.37 -0.63 2.03  -0.063
C: -2.70 0.85 -0.21  -0.457
C: 2.16 -2.01 -0.68  0.036
C: 1.61 0.80 -1.73  -0.014
N: 1.27 -1.26 1.37  0.161
N: -0.58 0.15 1.44  0.019
N: -2.74 1.03 1.09  -0.008
O: -0.69 1.89 -0.09  0.065
S: -1.85 -0.42 -1.07  0.955
H: -2.14 0.15 2.90  0.106
H: 1.76 0.98 0.37  0.164
H: 0.05 -1.07 2.98  0.164
H: -3.56 1.35 -0.85  0.154
H: 2.62 -1.74 -1.58  0.084
H: 1.25 -2.50 -0.94  0.111
H: 2.66 -2.74 -0.06  0.113
H: 1.20 0.06 -2.48  0.109
H: 2.73 0.88 -1.70  0.119
H: 1.24 1.72 -2.07  0.067
H: -3.59 1.52 1.44  0.201
H: -1.86 0.22 -2.19  -0.094

Summary:
Kohn-Sham gap (alpha / beta) ... 5.5 / 6.1 eV
Total charge ... +1
HOMO (alpha / beta) ... -10.826 / -11.086 eV
LUMO level (alpha / beta) ... -0.195 / -0.182 hartree

***

Most stable structure, least stable structure: (P), (Q).

***

(P)
Computed, not measured: a 2-piece molecular cluster, FNO3S overall, with ωB97M-V with the def2-TZVPD basis set.

Last column: Löwdin charge in e.
Cartesian coordinates (Å):
N: -1.98 0.44 0.18  0.257
O: -2.42 -0.41 -0.45  0.200
O: 1.52 -1.19 -0.47  -0.415
O: -0.21 -0.02 0.72  -0.506
F: 1.78 1.30 -0.42  -0.376
S: 1.31 -0.12 0.44  0.839

Summary:
Kohn-Sham gap ... 7.0 eV
HOMO ... -9.980 eV
LUMO level ... -0.108 hartree

***

(Q)
Computed, not measured: FNO3S as an isolated structure, with ωB97M-V with the def2-TZVPD basis set.

Last column: Löwdin charge in e.
Cartesian coordinates (Å):
N: -1.52 -0.63 -0.18  -0.040
O: -0.31 -0.91 -0.54  -0.222
O: -1.50 0.22 0.72  -0.106
O: 0.74 1.72 -0.38  -0.466
F: 1.97 -0.57 -0.10  -0.321
S: 0.63 0.17 0.47  1.155

Summary:
Kohn-Sham gap ... 9.3 eV
HOMO ... -11.003 eV
LUMO level ... -0.063 hartree

***

Most stable structure, least stable structure: (P), (Q).

***

(P)
Computed, not measured: a 2-piece molecular cluster, C3H10NO2S overall, with ωB97M-V with the def2-TZVPD basis set.

Last column: Löwdin charge in e.
Cartesian coordinates (Å):
C: -1.32 0.11 0.02  -0.460
O: -1.92 0.58 -1.06  -0.341
C: 0.00 -0.79 -0.45  -0.403
C: 1.29 -0.39 0.19  -0.518
S: 2.95 -0.48 -0.67  0.603
N: 0.12 -0.66 -1.92  -0.031
H: -0.87 0.86 0.72  0.032
H: -2.05 -0.43 0.66  0.082
H: -0.23 -1.86 -0.33  0.117
H: 1.55 -1.05 1.02  0.039
H: 1.37 0.60 0.64  0.036
H: 2.62 -0.71 -1.95  -0.190
H: 0.36 0.32 -2.05  0.055
H: -0.81 -0.76 -2.29  0.048
H: -1.64 1.67 2.07  0.017
H: -0.29 1.37 2.50  0.009
O: -1.14 1.61 2.90  -0.094

Summary:
Kohn-Sham gap ... 6.3 eV
Total charge ... -1
HOMO ... -3.066 eV
LUMO level ... 0.120 hartree

***

(Q)
Computed, not measured: a 2-piece molecular cluster, C3H10NO2S overall, with ωB97M-V with the def2-TZVPD basis set.

Last column: Löwdin charge in e.
Cartesian coordinates (Å):
C: 1.06 1.12 -0.30  -0.611
O: 1.51 1.97 -1.06  -0.253
C: -0.07 0.17 -1.05  -0.375
C: -1.25 -0.10 -0.14  -0.619
S: -2.23 -1.58 -0.38  0.603
N: 0.71 -1.06 -1.48  -0.015
H: 1.95 0.44 0.16  0.089
H: 0.61 1.48 0.71  0.059
H: -0.38 0.63 -2.07  0.145
H: -1.89 0.84 -0.10  0.106
H: -0.94 -0.03 0.92  0.007
H: -1.27 -2.58 -0.67  -0.122
H: 1.20 -1.53 -0.77  0.022
H: 1.40 -0.73 -2.10  0.026
H: 0.57 0.78 2.71  0.028
H: -0.74 -0.20 2.54  -0.022
O: -0.23 0.38 3.07  -0.068

Summary:
Kohn-Sham gap ... 5.9 eV
Total charge ... -1
HOMO ... -2.731 eV
LUMO level ... 0.117 hartree

***

Most stable structure, least stable structure: (P), (Q).